1.
C52H48As2AuP2 as an isolated structure at a distorted geometry. Source: the OMol25 dataset; level of theory: the ωB97M-V functional and the def2-TZVPD basis.

ORCA input file:
```
! wB97M-V def2-TZVPD RIJCOSX def2/J DEFGRID3
* xyz 3 1
Au 0.060 0.156 0.291
As 0.022 -2.636 -0.165
As -2.439 -0.099 -0.184
P 0.232 2.604 1.079
P 2.517 0.396 0.535
C 0.089 -6.255 1.920
C -0.211 -4.971 1.506
C -2.415 2.995 1.437
C -1.862 1.491 -2.487
C -5.200 -0.640 2.984
C -6.365 -0.955 0.908
C -6.362 -0.947 2.294
C -4.062 1.899 -1.598
C -3.601 3.107 2.136
C 1.292 -2.676 -4.705
C 5.333 -1.430 2.789
C -2.848 1.222 -1.538
C 0.381 4.194 0.217
C -3.330 3.049 -3.574
C 0.979 5.548 -1.669
C 0.585 -4.350 0.546
C -3.604 2.954 3.518
C -4.034 -0.368 0.903
C 4.975 -1.048 -2.346
C 3.309 -0.730 1.708
C -4.308 2.792 -2.626
C 1.364 -1.490 -3.990
C -1.896 -2.916 -0.478
C 0.870 -3.839 -4.079
C 0.090 5.336 0.963
C 2.889 2.068 1.226
C -5.202 -0.683 0.211
C 5.105 0.032 -3.212
C 2.023 -6.268 0.481
C -2.459 -1.742 -1.251
C 4.684 -0.588 1.908
C 0.539 -3.826 -2.735
C 2.595 -1.709 2.388
C 0.804 4.295 -1.105
C -2.424 2.668 4.196
C 0.266 6.578 0.385
C 1.205 -6.904 1.407
C -1.232 2.532 3.505
C -2.105 2.400 -3.501
C 0.715 6.688 -0.923
C 1.021 -1.474 -2.648
C 3.497 0.248 -0.967
C -4.034 -0.342 2.293
C 1.735 -4.979 0.071
C 3.260 -2.562 3.255
C 4.391 1.201 -2.982
C 0.619 -2.639 -2.010
C 1.741 2.510 2.126
C 3.577 1.307 -1.871
C -1.223 2.730 2.124
C 4.159 -0.952 -1.236
C 4.626 -2.423 3.454
H 1.067 -0.542 -2.084
H 4.480 2.035 -3.659
H -7.269 -1.175 0.362
H -1.342 2.605 -4.235
H -0.543 -6.747 2.644
H -1.896 -1.590 -2.182
H 1.692 -0.584 -4.475
H -1.979 -3.842 -1.063
H -0.256 5.242 1.983
H -1.077 -4.459 1.917
H 5.144 -3.089 4.127
H 5.759 -0.039 -4.068
H 1.559 -2.696 -5.750
H -4.817 1.722 -0.841
H -7.265 -1.185 2.832
H 0.990 3.402 -1.689
H -4.528 3.065 4.063
H 2.887 -6.774 0.079
H 1.518 -1.789 2.248
H 2.374 -4.471 -0.645
H 1.449 -7.901 1.741
H 1.311 5.644 -2.691
H 1.931 3.500 2.559
H 0.207 -4.736 -2.242
H -3.504 -1.936 -1.522
H -3.122 -0.101 2.832
H -3.508 3.769 -4.359
H 3.030 2.774 0.403
H 2.713 -3.333 3.775
H -0.320 2.312 4.043
H -5.198 -0.641 4.063
H 5.527 -1.957 -2.524
H 0.042 7.462 0.962
H -0.902 0.974 -2.422
H 6.395 -1.315 2.950
H 1.578 1.781 2.928
H -2.422 2.567 5.271
H 0.796 -4.763 -4.634
H 4.050 -1.786 -0.554
H -2.436 -3.068 0.466
H 0.850 7.666 -1.361
H -2.378 3.166 0.365
H 3.831 2.005 1.782
H -4.520 3.325 1.611
H 5.234 0.169 1.364
H 3.013 2.214 -1.700
H -5.205 -0.712 -0.876
H -5.269 3.282 -2.671
*
```

Values from the calculation:
Kohn-Sham gap in eV: 5.66
Highest occupied orbital energy in eV: -15.94
E in a.u.: -7299.4135

2.
C52H48AsCaF3N3O3PS7 as an isolated structure. Source: the OMol25 dataset; level of theory: the ωB97M-V functional and the def2-TZVPD basis.

ORCA input file:
```
! wB97M-V def2-TZVPD RIJCOSX def2/J DEFGRID3
* xyz -2 1
As -5.155 0.980 -1.102
Ca 1.007 1.653 1.266
S 1.665 -1.091 2.179
S 0.240 -3.278 7.425
S 0.961 1.638 4.314
S 4.538 -0.627 0.222
S 0.546 -0.509 6.323
S 2.045 6.005 -1.032
S 1.022 -2.691 4.595
P -1.103 -0.766 0.270
F -2.294 3.624 3.683
F -3.698 2.480 2.493
F -3.692 4.639 2.385
O 5.948 -0.178 0.420
O -1.098 2.477 1.410
O -1.881 4.376 0.485
N 3.442 2.329 1.879
N 1.674 4.081 0.582
N 5.112 3.799 1.826
C 0.384 -3.231 -2.652
C 0.111 -3.333 0.105
C -6.054 -0.688 -0.599
C 5.666 0.551 4.248
C -7.863 -2.259 -0.936
C 5.520 2.793 2.685
C -3.405 0.661 -0.263
C 1.655 1.338 -1.169
C -5.678 -1.401 0.537
C 1.522 1.627 -3.721
C -7.473 -2.968 0.193
C -0.463 2.133 -2.291
C -1.843 3.480 1.328
C -4.601 -0.773 -3.451
C 4.124 -1.448 -4.240
C 5.418 -0.665 -2.368
C 1.065 2.121 -2.341
C 5.288 -0.889 -3.734
C 4.457 1.884 2.713
C 4.377 -1.008 -1.525
C -7.162 -1.126 -1.322
C 6.732 1.463 4.205
C 3.423 5.314 -0.283
C -3.160 -2.350 4.091
C -2.514 -2.711 1.803
C 4.516 0.742 3.509
C -1.885 -1.465 1.770
C -3.562 1.310 -4.959
C 0.592 -2.213 6.179
C 3.082 -1.781 -3.382
C -3.137 -3.157 2.958
C -3.560 0.021 -5.471
C 3.857 3.462 1.396
C 1.221 -1.115 3.861
C -4.612 0.519 -2.929
C 1.036 4.898 -0.196
C 0.971 -0.057 4.681
C 3.028 4.308 0.543
C -2.643 -0.559 -0.752
C 3.199 -1.554 -2.021
C -2.889 3.564 2.484
C 0.875 -4.327 -1.955
C -4.084 -1.019 -4.715
C 4.457 -2.331 0.795
C 0.740 -4.368 -0.574
C -1.922 -0.661 2.907
C -2.566 -1.099 4.059
C -0.235 -2.192 -1.972
C -6.380 -2.534 0.928
C -0.397 -2.230 -0.583
C 6.681 2.603 3.426
C -4.093 1.556 -3.700
H 2.162 -2.198 -3.771
H -3.137 2.125 -5.532
H -2.499 -3.344 0.921
H 5.242 -2.912 0.310
H -8.716 -2.588 -1.518
H 3.677 0.058 3.532
H 6.311 -0.229 -1.938
H -0.568 -1.328 -2.535
H 1.134 -5.207 -0.013
H -2.569 -0.465 4.936
H -6.056 -3.075 1.809
H 3.462 -2.724 0.593
H 1.161 0.604 -3.886
H -4.823 -1.096 1.128
H 2.366 -1.778 -1.362
H -3.138 -0.175 -6.449
H -0.047 4.873 -0.286
H 7.615 1.269 4.801
H 1.368 -5.135 -2.481
H -4.076 2.565 -3.302
H -4.977 -1.597 -2.858
H 6.097 -0.619 -4.403
H -3.594 -4.140 2.981
H -2.818 1.566 -0.435
H -0.838 1.102 -2.292
H 0.490 -3.176 -3.729
H -3.247 -1.470 -0.711
H -8.017 -3.855 0.496
H -7.476 -0.582 -2.207
H 1.424 0.267 -1.343
H -1.446 0.315 2.907
H -4.071 -2.031 -5.101
H 7.504 3.306 3.395
H 4.425 5.643 -0.504
H 0.037 -3.362 1.184
H 5.747 -0.323 4.883
H 5.582 4.665 1.643
H -0.830 2.608 -1.378
H 1.146 2.253 -4.542
H -0.912 2.641 -3.154
H 1.397 3.169 -2.259
H 4.590 -2.287 1.874
H -3.626 -2.705 5.002
H -3.587 0.634 0.813
H 4.020 -1.612 -5.306
H 2.613 1.591 -3.777
H 2.758 1.388 -1.265
H -2.356 -0.409 -1.792
*
```

Values from the calculation:
Kohn-Sham gap in eV: 4.73
Highest occupied orbital energy in eV: -1.30
E in a.u.: -8742.2294

3.
C52H48Cl2N6O4Pb as an isolated structure at a distorted geometry. Source: the OMol25 dataset; level of theory: the ωB97M-V functional and the def2-TZVPD basis.

ORCA input file:
```
! wB97M-V def2-TZVPD RIJCOSX def2/J DEFGRID3
* xyz 0 1
Pb -2.127 0.739 0.267
Cl -4.840 2.464 -0.233
Cl -2.512 3.775 0.904
O -0.077 1.684 3.493
O -3.270 0.672 2.296
O -0.273 1.672 1.287
O -1.375 -3.164 1.364
N 1.932 0.356 4.271
N -1.118 1.218 -1.972
N -3.269 -1.509 0.346
N 1.149 0.640 -1.721
N 0.422 1.606 -3.662
N -2.701 -2.478 -0.398
C 2.143 2.058 -5.258
C 0.895 -1.310 -3.975
C -4.264 3.548 1.046
C 4.271 1.417 6.881
C -6.502 -0.977 1.885
C -3.263 1.208 -3.106
C -4.258 3.308 -3.760
C 3.739 0.066 -0.944
C 0.770 -0.211 2.286
C -0.495 -5.288 -0.373
C -4.318 1.932 -3.640
C 0.093 -0.825 -0.005
C 4.806 2.649 4.883
C -5.130 -0.739 1.703
C 1.434 1.121 -4.510
C 1.818 -2.832 0.513
C 5.571 3.755 4.220
C 1.289 -0.244 -0.635
C 1.886 -0.330 3.087
C 0.075 -6.208 -1.234
C 2.552 -0.650 -0.337
C -0.249 -2.511 1.887
C -3.323 -0.288 -3.027
C -1.092 -4.133 -0.874
C -0.517 -4.824 -3.103
C 1.172 -2.980 1.683
C 2.727 -0.617 -5.526
C -2.072 3.289 -2.786
C 3.128 -1.063 2.819
C -3.130 3.987 -3.334
C 3.841 1.934 4.166
C -4.416 -1.681 0.901
C 3.159 1.663 -6.104
C 3.466 0.319 -6.225
C 0.164 -1.116 1.346
C -4.513 0.356 2.385
C 3.639 -1.659 1.738
C 0.072 -5.974 -2.600
C -1.105 -3.909 -2.251
C 3.006 -1.923 0.403
C -1.726 -3.174 0.037
C 3.050 1.001 4.847
C 0.051 1.162 2.394
C 1.700 -0.246 -4.665
C -6.698 0.915 3.321
C 0.091 1.137 -2.407
C -7.290 -0.154 2.646
C -5.350 1.133 3.226
C -2.132 1.901 -2.660
C 5.026 2.372 6.224
C 3.271 0.756 6.200
C 3.652 2.211 2.705
H -1.199 3.809 -2.418
H -8.348 -0.340 2.745
H 6.024 3.420 3.288
H 4.573 2.000 2.157
H 5.785 2.920 6.762
H -0.110 -0.961 -3.743
H 3.932 -0.257 -1.973
H 4.645 -2.052 1.835
H 2.643 0.037 6.704
H -4.760 4.510 0.937
H 2.012 0.765 -2.234
H 1.883 3.101 -5.157
H -0.471 -2.468 2.959
H -0.527 -4.642 -4.168
H 1.366 -1.622 -3.041
H 4.894 4.579 3.987
H -4.478 3.067 2.001
H 2.942 -1.668 -5.655
H -6.945 -1.821 1.372
H 6.349 4.132 4.880
H -2.340 -0.694 -2.800
H -7.310 1.564 3.931
H 0.517 -6.692 -3.275
H 0.819 -2.186 -4.616
H 1.055 0.877 4.432
H -0.464 -1.481 -0.662
H 3.766 -2.355 -0.260
H 2.865 1.602 2.275
H 4.451 1.208 7.925
H -3.676 -0.698 -3.971
H -1.588 -3.023 -2.635
H -4.872 1.924 3.790
H 3.595 1.147 -0.939
H 4.263 0.000 -6.876
H 3.390 3.256 2.544
H -0.257 2.229 -4.078
H -3.072 5.061 -3.421
H -4.005 -0.614 -2.244
H 1.743 -2.870 2.595
H -0.509 -5.466 0.692
H 3.781 -1.027 3.685
H -5.202 1.405 -3.967
H 0.514 -7.113 -0.841
H -4.907 -2.649 0.772
H 1.323 -3.026 -0.431
H 3.713 2.405 -6.655
H 4.635 -0.148 -0.364
H -5.090 3.851 -4.181
*
```

Values from the calculation:
Kohn-Sham gap in eV: 6.77
Highest occupied orbital energy in eV: -6.98
E in a.u.: -3752.9410

4.
C52H49ClN6O3TeTi as an isolated structure at a distorted geometry. Source: the OMol25 dataset; level of theory: the ωB97M-V functional and the def2-TZVPD basis.

ORCA input file:
```
! wB97M-V def2-TZVPD RIJCOSX def2/J DEFGRID3
* xyz 0 1
Te -0.034 0.267 -2.324
Ti 1.489 -1.330 1.839
Cl 3.015 -7.901 4.612
O 2.535 -2.919 1.569
O 2.071 -1.782 3.917
O -0.088 -2.582 2.408
N 3.318 1.097 1.429
N 0.257 -1.498 0.450
N -1.112 3.681 2.157
N -0.887 2.381 1.812
N 3.070 -0.176 1.070
N 0.814 0.274 2.812
C 3.488 -0.275 -0.176
C 2.602 -2.805 4.377
C 2.159 2.812 5.065
C 2.368 -0.969 -4.098
C -0.109 -2.262 -8.213
C 2.985 -5.209 1.559
C -3.194 5.969 -2.648
C -1.084 2.181 -2.649
C 1.255 1.993 4.430
C 3.749 2.447 3.382
C -0.470 4.393 1.255
C -2.216 -2.619 -0.500
C 2.944 -5.256 4.456
C -4.793 0.182 3.843
C -3.634 -4.567 -0.638
C 0.995 -1.652 -6.045
C -2.806 1.363 -0.767
C 3.178 -6.434 2.264
C -2.933 3.563 -1.902
C -2.024 -4.398 1.124
C 1.663 1.276 3.296
C 0.999 -1.089 -4.777
C 2.742 -4.043 2.303
C -1.062 -0.633 3.905
C -0.633 3.198 -3.419
C 3.691 1.794 0.335
C -1.338 4.429 -3.408
C -3.281 -3.334 -1.063
C -0.527 0.293 3.033
C -1.417 1.283 2.554
C -0.414 -2.426 1.135
C 2.771 -4.032 3.737
C -2.252 2.385 -1.837
C -3.330 0.162 3.520
C -1.358 -1.301 -6.197
C -2.693 -0.303 -4.533
C 2.897 1.588 2.696
C -0.222 -1.717 -6.814
C -2.419 -0.698 4.107
C 0.603 3.165 -4.296
C -3.026 -5.113 0.583
C 3.428 2.962 4.595
C -0.086 2.282 0.723
C -1.596 -3.159 0.597
C 4.486 3.726 5.425
C -1.377 -0.695 -4.935
C -0.178 -0.434 -4.257
C 3.909 0.924 -0.708
C 0.142 3.613 0.278
C 3.057 -6.405 3.681
C -2.772 1.211 2.738
C -2.506 4.643 -2.654
H -4.452 -5.113 -1.053
H -3.430 2.046 2.370
H 0.976 4.170 -4.453
H 4.013 3.957 6.384
H -3.859 3.744 -1.264
H 1.412 2.613 -3.782
H 3.273 -7.302 1.697
H 3.138 -5.147 0.524
H -1.800 -1.716 -0.886
H -1.091 -2.530 -8.560
H -3.959 5.949 -3.369
H 0.775 4.008 -0.500
H -5.011 -0.197 4.829
H 5.440 3.219 5.669
H -2.673 -0.095 -3.459
H -3.360 0.437 -1.226
H -2.823 -1.417 4.865
H -2.388 -1.351 -6.655
H 0.276 -1.539 -8.931
H 4.179 1.186 -1.743
H 0.222 1.290 0.459
H 4.820 4.607 4.945
H -2.042 1.003 -0.092
H -0.549 5.467 1.265
H -3.023 0.689 -4.971
H 2.738 -5.290 5.498
H -3.473 -0.992 -4.834
H -0.822 5.214 -3.963
H 2.810 -2.740 5.462
H -3.811 -2.940 -1.929
H -5.208 1.238 3.805
H 2.972 -0.064 -3.952
H 0.588 -3.064 -8.124
H -0.445 -1.352 4.474
H 0.274 1.958 4.784
H 1.913 -2.055 -6.438
H 1.787 3.192 5.984
H -3.616 5.988 -1.626
H -5.324 -0.367 3.088
H 3.724 2.867 0.270
H 3.248 -1.184 -0.699
H 2.967 -1.651 -4.697
H -3.548 1.865 -0.074
H 0.544 2.770 -5.358
H -2.434 6.722 -2.686
H -3.293 -6.103 0.979
H 2.369 -1.360 -3.095
H 4.648 2.607 2.827
H -1.483 -4.755 2.030
*
```

Values from the calculation:
Kohn-Sham gap in eV: 6.52
Highest occupied orbital energy in eV: -7.30
E in a.u.: -4142.8549